(1)
{"formula": "C7H9N", "method": "ωB97M-V with the def2-TZVPD basis set", "symbols": ["C", "C", "C", "C", "C", "C", "C", "H", "H", "H", "H", "H", "H", "H", "H", "H", "N"], "positions_angstrom": [[0.6006, -2.8714, 0.2066], [0.7499, -2.0300, -0.9619], [0.7312, -0.6876, -0.7069], [0.5291, -0.1503, 0.5993], [0.3477, -1.0651, 1.6496], [-1.3429, 2.8893, -0.8342], [-0.6305, 2.3068, 0.1455], [0.5573, -3.9670, -0.0025], [0.6317, -2.4334, -1.9290], [0.9515, 0.1067, -1.4683], [0.5312, 0.9090, 0.7564], [-0.0587, -0.6308, 2.5852], [-2.3679, 2.4259, -0.9142], [-0.9111, 3.5752, -1.5414], [-1.0387, 1.4386, 0.6672], [0.3623, 2.5582, 0.2902], [0.3572, -2.3740, 1.4583]], "atomic_forces_ev_per_a": [[-0.596, 1.247, -0.694], [-0.904, -0.904, 3.219], [0.629, 2.948, 0.533], [1.153, -2.432, -0.633], [-1.066, 1.503, -1.020], [-0.699, -2.199, 1.304], [-2.818, 0.601, -1.649], [0.085, 0.918, 0.845], [0.541, -0.451, -0.963], [-0.552, -1.119, 0.313], [0.652, -0.840, 0.224], [0.734, -0.796, -0.145], [1.025, 1.158, -0.560], [-0.289, 0.339, -0.032], [-0.317, 1.048, 0.089], [1.840, 0.652, 0.505], [0.582, -1.671, -1.338]], "e_above_lowest_kj_mol": 256.7, "lumo_ev": 0.863, "homo_energy_ev": -9.480, "gap_ha": 0.3801, "smiles": "c1ccncc1.C=C"}


(2)
{"formula": "CHClNO2S", "method": "ωB97M-V with the def2-TZVPD basis set", "symbols": ["C", "N", "O", "O", "S", "Cl", "H"], "positions_angstrom": [[1.3334, -1.8290, 0.5451], [1.0767, 0.3868, 1.8033], [0.3931, -2.3212, 0.9657], [2.3413, -1.4577, 0.1404], [0.6026, 1.3034, 0.5940], [-0.1669, -0.1777, 2.9075], [0.5714, 0.3674, -0.4586]], "atomic_forces_ev_per_a": [[0.815, 0.492, 0.674], [1.747, -0.526, 1.306], [-1.939, -1.109, 0.270], [1.490, 0.244, -1.200], [-0.628, 0.221, -1.715], [-1.108, -0.006, 0.590], [-0.379, 0.684, 0.075]], "e_above_lowest_kj_mol": 171.4, "lumo_ev": 3.712, "total_charge": -1, "homo_energy_ev": -2.877, "gap_ha": 0.2421}


(3)
{"formula": "C11H16IMn", "method": "ωB97M-V with the def2-TZVPD basis set", "symbols": ["Mn", "C", "C", "C", "C", "C", "C", "C", "C", "C", "C", "H", "H", "H", "H", "H", "H", "H", "H", "H", "H", "H", "H", "H", "H", "I", "C", "H", "H"], "positions_angstrom": [[-0.9286, 0.1186, 1.7131], [2.4916, 0.0274, -2.4235], [2.0628, -0.6357, -1.1075], [2.8848, -0.2667, 0.1472], [0.6033, -0.3574, -0.8434], [0.3479, 0.8857, -0.2016], [-0.9654, 1.3280, 0.0196], [-2.0322, 0.3975, -0.1486], [-3.4773, 0.7415, 0.0852], [-1.7580, -0.8182, -0.8174], [-0.4798, -1.1441, -1.2845], [3.4655, -0.3949, -2.7824], [2.6122, 1.0937, -2.1738], [1.6723, -0.1704, -3.1652], [2.1648, -1.7208, -1.2996], [2.9452, 0.8279, 0.3797], [3.9132, -0.6234, 0.1461], [2.4580, -0.7195, 1.0643], [1.2156, 1.4780, 0.1544], [-1.1879, 2.3574, 0.2392], [-3.7659, 1.5725, -0.5885], [-3.6496, 1.2186, 1.0592], [-4.0839, -0.1259, 0.0417], [-2.5639, -1.4092, -1.1637], [-0.3253, -1.8587, -2.1461], [-1.4871, 1.5250, 3.8359], [-0.7841, -0.7594, 3.4807], [-1.4838, -1.5601, 3.7704], [0.1356, -1.0072, 4.0088]], "atomic_forces_ev_per_a": [[0.562, -0.914, 0.669], [-0.032, 0.042, 0.070], [0.260, -1.460, 0.308], [0.076, 0.495, 0.715], [0.478, 0.845, 0.452], [0.165, -0.153, 0.371], [-0.447, -0.039, -1.209], [-0.358, 0.340, -1.391], [0.557, 1.987, 0.533], [1.189, 0.461, -0.186], [0.311, 0.382, -0.778], [-0.954, 0.427, 0.293], [-0.071, -0.156, -0.772], [1.023, 0.506, 0.329], [-0.095, 0.314, 0.412], [0.074, -0.827, -0.547], [-0.010, -0.036, -0.460], [-0.050, 0.001, -0.404], [-0.862, -0.176, -0.689], [-0.013, 0.304, 0.370], [-0.137, -0.814, -0.110], [0.135, -0.257, 0.103], [-0.778, -0.586, -0.389], [-0.891, -0.609, 0.079], [-0.206, 0.354, 1.521], [0.574, -2.124, -0.075], [-0.339, 0.251, 1.067], [-0.506, 0.720, -0.198], [0.345, 0.722, -0.086]], "lumo_ev": [-11.260, -9.879], "total_charge": 2, "homo_energy_ev": [-16.996, -17.312], "gap_ha": [0.2108, 0.2732], "spin_multiplicity": 5}